Entry from OMol25: the ion C3H2NOS2 with charge -1 in a non-equilibrium geometry (ωB97M-V/def2-TZVPD).

XYZ file:
```
9
Properties=species:S:1:pos:R:3:nbo_charge:R:1
C -0.79 1.40 -0.06 0.10
C -2.84 0.34 0.02 0.61
C -0.23 0.01 -0.06 -0.63
N -2.21 1.47 0.00 -0.63
O -4.00 0.06 0.13 -0.64
S 0.18 2.72 -0.07 -0.23
S -1.60 -1.14 -0.18 -0.05
H 0.48 -0.13 -0.88 0.23
H 0.30 -0.17 0.89 0.23
```

Results
* total charge: -1
* gap between HOMO and LUMO: 7.9 eV
* E_LUMO: 3.4 eV
* max |F|: 4.34 eV Å⁻¹
* SMILES string: [O-]C1=NC(=S)CS1
* ΔE to the lowest compared entry with this formula, charge and spin: 5.6 kcal/mol
* HOMO level: -4.4 eV



Entry from OMol25: the ion C3H2NOS2 with charge -1 in a non-equilibrium geometry (ωB97M-V/def2-TZVPD).

XYZ file:
```
9
Properties=species:S:1:pos:R:3:nbo_charge:R:1
C 0.42 0.95 0.04 0.64
C -1.49 -0.17 0.01 -0.06
C 1.10 -0.46 -0.06 -0.64
N -0.88 1.01 0.15 -0.61
O 1.09 1.95 0.00 -0.64
S -3.12 -0.45 -0.02 -0.29
S -0.35 -1.53 0.07 0.17
H 1.51 -0.52 -0.98 0.21
H 1.72 -0.78 0.80 0.23
```

Results
* total charge: -1
* gap between HOMO and LUMO: 7.5 eV
* E_LUMO: 3.4 eV
* max |F|: 4.32 eV Å⁻¹
* SMILES string: [O-]C1=NC(=S)SC1
* ΔE to the lowest compared entry with this formula, charge and spin: 12.2 kcal/mol
* HOMO level: -4.1 eV



Entry from OMol25: the ion C3H2NOS2 with charge -1 in a non-equilibrium geometry (ωB97M-V/def2-TZVPD).

XYZ file:
```
9
Properties=species:S:1:pos:R:3:nbo_charge:R:1
C 0.97 0.43 0.03 -0.37
C 1.09 -0.92 0.00 -0.41
C -0.36 0.94 0.01 0.57
N -1.29 -0.24 -0.01 -0.74
O -0.79 2.08 0.00 -0.64
S -2.95 -0.15 -0.02 -0.38
S -0.44 -1.71 0.01 0.55
H 1.80 1.10 0.02 0.21
H 1.98 -1.52 -0.04 0.22
```

Results
* total charge: -1
* gap between HOMO and LUMO (spin up / spin down): 5.6 / 5.6 eV
* E_LUMO (spin up / spin down): 3.3 / 3.3 eV
* max |F|: 3.72 eV Å⁻¹
* SMILES string: O=c1ccsn1[S-]
* ΔE to the lowest compared entry with this formula, charge and spin: 45.4 kcal/mol
* HOMO level (spin up / spin down): -2.3 / -2.3 eV



Entry from OMol25: the molecule C3H2NP in a non-equilibrium geometry (ωB97M-V/def2-TZVPD).

XYZ file:
```
7
Properties=species:S:1:pos:R:3:nbo_charge:R:1
C 2.30 0.25 0.03 0.13
C 1.01 0.07 -0.26 -0.43
C -1.81 -0.13 -0.18 -0.72
N 3.42 0.51 0.17 -0.23
P -0.30 -0.84 0.10 0.81
H -1.93 0.88 0.20 0.22
H -2.69 -0.75 -0.06 0.22
```

Results
* total charge: 0
* gap between HOMO and LUMO (spin up / spin down): 7.0 / 6.5 eV
* E_LUMO (spin up / spin down): -2.2 / -2.5 eV
* max |F|: 1.15 eV Å⁻¹
* SMILES string: C=P#CC#N
* ΔE to the lowest compared entry with this formula, charge and spin: 52.0 kcal/mol
* HOMO level (spin up / spin down): -9.2 / -9.1 eV



Entry from OMol25: the molecule C3H2NP in a non-equilibrium geometry (ωB97M-V/def2-TZVPD).

XYZ file:
```
7
Properties=species:S:1:pos:R:3:nbo_charge:R:1
C 1.52 0.51 -0.03 0.20
C 0.41 -0.29 0.15 -0.39
C -1.06 -0.05 -0.15 -0.65
N 2.54 1.03 -0.11 -0.25
P -0.40 -1.54 0.88 0.61
H -1.68 0.62 0.33 0.25
H -1.34 -0.28 -1.07 0.24
```

Results
* total charge: 0
* gap between HOMO and LUMO (spin up / spin down): 8.3 / 7.2 eV
* E_LUMO (spin up / spin down): 0.7 / -3.2 eV
* spin multiplicity: 3
* max |F|: 6.35 eV Å⁻¹
* ΔE to the lowest compared entry with this formula, charge and spin: 19.7 kcal/mol
* HOMO level (spin up / spin down): -7.6 / -10.4 eV



Entry from OMol25: a structure of composition C3H2NaO2Rb in a non-equilibrium geometry (ωB97M-V/def2-TZVPD).

XYZ file:
```
9
Properties=species:S:1:pos:R:3:nbo_charge:R:1
C -0.42 -0.42 0.13 -0.24
Na 0.52 -1.34 -2.25 0.57
O -1.10 -0.16 -1.18 -0.65
C -0.80 1.01 -0.42 -0.14
H -1.67 1.52 0.02 0.16
H -0.24 1.72 -1.04 0.18
Rb 1.06 -2.18 3.56 0.83
O 1.66 0.07 1.12 -0.80
C 0.98 -0.21 0.06 0.09
```

Results
* total charge: 0
* gap between HOMO and LUMO: 3.4 eV
* E_LUMO: -0.9 eV
* max |F|: 3.56 eV Å⁻¹
* HOMO level: -4.4 eV